Record 1
DFT (ωB97M-V/def2-TZVPD) results for a 12-piece molecular cluster, C35H52BCl34F2N3O9PS2 overall.

For the HOMO energy, the calculation gives -10.743 eV. The value obtained for the total energy is -19214.74642 Ha. The value obtained for the LUMO energy is -2.760 eV. The value obtained for the HOMO-LUMO gap is 0.293 hartree.

```
! RIJCOSX wB97M-V def2-TZVPD def2/J DEFGRID3
* xyz 1 1
C -2.509 -3.151 -0.011
C -2.113 -1.677 0.200
O -0.698 -1.516 -0.052
B -0.366 -0.811 -1.232
O -0.024 -1.581 -2.309
C -0.348 0.792 -1.101
C -0.705 1.500 -2.467
C -2.241 1.355 -2.799
C -2.591 0.215 -3.778
N 0.029 1.019 -3.634
C 0.152 1.792 -4.568
S 0.385 2.958 -5.613
O -0.467 2.906 -2.335
C -0.641 3.456 -1.041
C -0.459 4.967 -1.221
C 0.176 2.760 0.149
C 1.257 3.687 0.786
C 1.685 3.338 2.264
C 1.928 4.607 3.124
C 2.315 4.261 4.574
S 1.137 3.166 5.387
O 1.284 1.801 4.932
O -0.204 3.686 5.380
Cl 1.763 3.173 7.360
N -0.866 2.616 1.178
C -1.507 3.764 1.695
O -1.319 4.211 2.770
F -2.503 4.334 0.987
C -1.356 1.501 1.877
O -2.386 0.975 1.606
F -0.754 1.049 2.981
N 0.757 1.477 -0.373
C 1.449 0.755 0.740
C 1.998 -0.675 0.663
C 3.354 -0.749 1.427
C 3.196 -0.620 2.944
O 4.501 -0.916 3.505
C 5.107 0.232 3.964
C 6.390 0.768 3.294
O 4.679 0.834 4.907
P 2.207 1.746 -1.549
C 2.727 0.359 -2.595
C 2.499 3.322 -2.392
H -1.806 -3.791 0.539
H -3.496 -3.340 0.431
H -2.516 -3.440 -1.070
H -2.377 -1.405 1.228
H -2.718 -1.014 -0.449
H -0.609 -2.350 -2.330
H -1.331 0.909 -0.606
H -2.874 1.379 -1.903
H -2.461 2.284 -3.348
H -3.682 0.241 -3.896
H -2.194 0.387 -4.782
H -2.352 -0.788 -3.415
H -1.723 3.315 -0.884
H 0.470 5.266 -1.715
H -1.277 5.301 -1.874
H -0.589 5.543 -0.298
H 2.221 3.715 0.270
H 0.945 4.733 0.868
H 2.670 2.843 2.235
H 1.017 2.641 2.774
H 2.823 5.082 2.689
H 1.125 5.345 3.038
H 2.401 5.159 5.195
H 3.279 3.737 4.563
H 0.977 0.855 1.730
H 2.367 1.329 0.912
H 1.320 -1.337 1.223
H 2.156 -1.168 -0.299
H 3.976 0.075 1.031
H 3.854 -1.674 1.129
H 2.884 0.378 3.274
H 2.529 -1.392 3.348
H 7.025 1.188 4.077
H 6.942 -0.075 2.850
H 6.170 1.494 2.507
H 2.287 -0.633 -2.469
H 2.587 0.608 -3.661
H 3.814 0.236 -2.474
H 3.543 3.319 -2.740
H 2.354 4.253 -1.844
H 1.898 3.420 -3.314
C -5.582 -3.230 -2.787
Cl -5.614 -1.874 -1.648
Cl -5.751 -2.669 -4.449
Cl -4.101 -4.173 -2.598
H -6.421 -3.875 -2.558
C 4.807 -4.664 2.048
Cl 3.059 -4.392 2.071
Cl 5.172 -6.374 2.258
Cl 5.513 -4.059 0.542
H 5.246 -4.119 2.872
C 0.664 0.083 9.583
Cl -0.161 0.248 11.135
Cl 2.331 0.654 9.698
Cl 0.615 -1.590 9.025
H 0.146 0.698 8.857
C -5.318 -5.197 -7.964
Cl -4.701 -5.280 -6.312
Cl -5.033 -3.595 -8.653
Cl -4.588 -6.448 -8.970
H -6.387 -5.367 -7.935
C 8.955 -3.108 2.831
Cl 7.304 -2.707 3.319
Cl 9.656 -1.787 1.888
Cl 9.949 -3.462 4.240
H 8.922 -3.992 2.206
C -3.327 4.166 -7.029
Cl -2.356 5.388 -6.200
Cl -2.522 3.625 -8.500
Cl -3.657 2.797 -5.959
H -4.273 4.615 -7.304
C -2.797 -8.227 -2.211
Cl -1.931 -6.759 -1.730
Cl -4.525 -7.908 -2.373
Cl -2.140 -8.871 -3.715
H -2.662 -8.972 -1.435
C -5.675 5.453 0.828
Cl -4.849 5.256 -0.722
Cl -6.765 6.836 0.780
Cl -6.549 3.980 1.253
H -4.928 5.635 1.591
C -3.130 -12.713 -1.663
Cl -2.259 -11.251 -1.177
Cl -4.855 -12.382 -1.817
Cl -2.478 -13.348 -3.172
H -2.993 -13.459 -0.891
C 7.745 0.449 -0.497
Cl 8.424 0.270 -2.113
Cl 6.755 1.913 -0.396
Cl 6.797 -0.970 -0.055
H 8.563 0.543 0.208
C -10.166 2.789 0.746
Cl -9.338 2.587 -0.802
Cl -11.251 4.178 0.695
Cl -11.047 1.322 1.178
H -9.419 2.972 1.508
*
```

=====

Record 2
DFT (ωB97M-V/def2-TZVPD) results for C35H52BrClN4OPtSi2 as an isolated structure.

For the HOMO energy, the calculation gives -7.284 eV. As for the energy relative to the best compared isomer or geometry (same formula, charge and spin): 25.5 kcal/mol. The value obtained for the total energy is -5391.69052 Ha. The value obtained for the LUMO energy is -0.214 eV. The value obtained for the HOMO-LUMO gap is 0.260 hartree.

```
! RIJCOSX wB97M-V def2-TZVPD def2/J DEFGRID3
* xyz 0 1
Pt -0.376 -0.097 0.358
C -0.725 -0.971 5.501
C 0.253 -0.580 4.429
C 1.611 -0.879 4.548
C 2.484 -0.463 3.556
C 1.956 0.181 2.456
Br 3.124 0.840 1.110
N 0.657 0.399 2.265
C -0.162 0.065 3.284
H -0.319 -0.768 6.492
H -0.934 -2.042 5.437
H -1.670 -0.440 5.394
H 1.982 -1.423 5.407
H 3.547 -0.636 3.637
H -1.206 0.310 3.121
C -2.197 7.879 0.128
C -2.542 7.248 1.487
C -4.021 7.531 1.777
C -1.698 7.948 2.559
C -2.277 5.707 1.426
O -2.738 5.191 0.180
C -3.022 4.859 2.490
C -2.810 5.017 4.008
C -1.479 4.534 4.532
C -0.572 5.380 5.160
C 0.650 4.909 5.621
C 0.968 3.570 5.468
Cl 2.489 2.974 6.044
C 0.067 2.698 4.877
C -1.145 3.186 4.419
C -0.742 5.436 1.428
N -0.376 4.253 0.688
C -0.440 2.979 1.079
N -0.111 2.193 0.078
C 0.136 3.055 -0.940
N -0.008 4.316 -0.605
H -2.242 8.966 0.211
H -2.894 7.568 -0.648
H -1.196 7.605 -0.209
H -4.214 8.597 1.650
H -4.297 7.264 2.799
H -4.686 6.999 1.092
H -1.966 9.005 2.588
H -0.630 7.883 2.349
H -1.875 7.537 3.551
H -3.663 5.432 0.059
H -2.816 3.817 2.227
H -4.088 5.004 2.299
H -3.581 4.402 4.480
H -2.995 6.042 4.329
H -0.813 6.426 5.305
H 1.354 5.582 6.092
H 0.311 1.648 4.780
H -1.855 2.494 3.975
H -0.389 5.327 2.449
H -0.216 6.259 0.954
H -0.660 2.674 2.086
H 0.450 2.748 -1.923
C -2.660 -2.183 2.323
Si -1.293 -3.199 1.490
C -0.455 -4.190 2.880
C -2.154 -4.468 0.379
C 0.041 -2.134 0.694
Si 1.008 -2.733 -0.821
C 1.460 -1.283 -1.964
C 0.139 -4.012 -1.909
C 2.595 -3.555 -0.184
H -3.519 -2.810 2.576
H -3.007 -1.379 1.674
H -2.294 -1.740 3.253
H -1.185 -4.785 3.435
H 0.050 -3.528 3.591
H 0.299 -4.874 2.482
H -3.074 -4.809 0.859
H -1.528 -5.345 0.205
H -2.424 -4.053 -0.593
H 0.795 -2.027 1.489
H 0.565 -0.711 -2.215
H 1.906 -1.632 -2.902
H 2.178 -0.609 -1.492
H -0.813 -3.642 -2.296
H -0.056 -4.936 -1.362
H 0.770 -4.261 -2.766
H 3.277 -2.821 0.253
H 3.129 -4.076 -0.982
H 2.354 -4.288 0.590
C -4.981 -0.084 -1.240
C -4.138 -1.136 -1.569
C -2.807 -1.114 -1.172
C -2.280 -0.036 -0.454
C -3.140 1.016 -0.142
C -4.478 0.990 -0.523
H -6.020 -0.097 -1.548
H -4.527 -1.985 -2.121
H -2.173 -1.956 -1.425
H -2.776 1.885 0.396
H -5.132 1.811 -0.250
*
```

=====

Record 3
DFT (ωB97M-V/def2-TZVPD) results for a 11-piece molecular cluster, C35H52F24N6O19 overall.

For the HOMO energy, the calculation gives -9.280 eV. The value obtained for the total energy is -5519.80437 Ha. The value obtained for the LUMO energy is -0.137 eV. The value obtained for the HOMO-LUMO gap is 0.336 hartree. Its SMILES is CCOC(=O)C(F)(F)F.CCOC(=O)C(F)(F)F.CCOC(=O)C(F)(F)F.CCOC(=O)C(F)(F)F.CCOC(=O)C(F)(F)F.CCOC(=O)C(F)(F)F.CCOC(=O)C(F)(F)F.CCOC(=O)C(F)(F)F.NC(N)=O.NC(N)=O.NC(N)=O.

```
! RIJCOSX wB97M-V def2-TZVPD def2/J DEFGRID3
* xyz 0 1
C -12.352 -21.953 8.396
C -11.338 -22.453 7.262
O -11.982 -23.302 6.290
C -11.625 -23.287 5.018
O -10.717 -22.673 4.465
C -12.494 -24.265 4.129
F -13.170 -23.586 3.226
F -11.714 -25.200 3.494
F -13.404 -24.868 4.850
H -13.232 -21.405 8.061
H -11.846 -21.267 9.075
H -12.729 -22.825 8.932
H -10.470 -22.980 7.657
H -10.836 -21.604 6.798
C -3.826 -20.557 13.824
C -5.105 -20.454 13.003
O -4.969 -19.436 11.972
C -5.972 -19.258 11.029
O -6.872 -20.063 10.851
C -5.931 -17.936 10.301
F -5.898 -18.111 8.972
F -7.016 -17.257 10.556
F -4.806 -17.208 10.545
H -3.633 -19.566 14.235
H -2.988 -20.951 13.249
H -3.974 -21.191 14.699
H -5.796 -20.162 13.794
H -5.378 -21.437 12.618
C -3.700 -19.162 7.199
C -2.568 -18.132 6.892
O -2.452 -17.082 7.800
C -3.221 -15.897 7.632
O -4.039 -15.778 6.682
C -2.962 -14.774 8.649
F -2.552 -15.269 9.820
F -2.095 -13.808 8.208
F -4.159 -14.137 8.789
H -4.615 -18.612 6.984
H -3.745 -19.636 8.179
H -3.706 -19.941 6.436
H -2.690 -17.793 5.863
H -1.651 -18.721 6.900
C -7.665 -23.218 9.913
C -6.283 -23.613 9.296
O -5.355 -24.142 10.226
C -4.017 -24.335 9.819
O -3.654 -24.168 8.659
C -3.058 -24.820 10.943
F -2.484 -23.697 11.399
F -3.748 -25.252 12.022
F -2.040 -25.578 10.521
H -8.320 -22.741 9.184
H -7.623 -22.543 10.768
H -8.128 -24.080 10.393
H -5.978 -22.662 8.858
H -6.420 -24.383 8.537
C -8.878 -31.459 8.497
C -9.972 -30.524 9.189
O -9.576 -29.110 9.263
C -9.536 -28.396 8.021
O -9.812 -28.872 6.900
C -9.199 -26.876 8.150
F -9.760 -26.141 7.224
F -9.586 -26.356 9.303
F -7.921 -26.647 8.025
H -9.413 -32.397 8.349
H -8.042 -31.533 9.192
H -8.458 -31.197 7.526
H -10.136 -30.867 10.210
H -10.873 -30.594 8.579
C -2.380 -23.496 5.655
C -1.949 -23.352 4.174
O -2.718 -22.321 3.555
C -2.308 -21.063 3.701
O -1.408 -20.770 4.466
C -3.152 -20.042 3.050
F -3.866 -20.475 1.985
F -3.988 -19.440 3.891
F -2.288 -19.149 2.526
H -2.321 -22.585 6.251
H -1.955 -24.381 6.130
H -3.435 -23.743 5.537
H -2.258 -24.234 3.613
H -0.881 -23.206 4.015
C -7.971 -19.871 7.254
C -7.098 -20.519 6.186
O -7.243 -21.955 6.294
C -6.923 -22.843 5.268
O -6.291 -22.547 4.242
C -7.179 -24.316 5.631
F -7.730 -24.927 4.506
F -6.019 -24.963 5.884
F -8.055 -24.369 6.665
H -7.526 -20.220 8.186
H -8.977 -20.288 7.215
H -8.039 -18.783 7.252
H -6.053 -20.210 6.183
H -7.554 -20.287 5.223
C -9.114 -25.633 1.635
C -8.837 -27.069 1.898
O -10.138 -27.664 2.125
C -10.254 -28.928 2.689
O -9.374 -29.812 2.630
C -11.660 -29.255 3.122
F -11.996 -28.376 4.059
F -12.553 -29.104 2.071
F -11.655 -30.506 3.538
H -9.570 -25.141 2.494
H -9.812 -25.566 0.800
H -8.122 -25.184 1.592
H -8.191 -27.228 2.762
H -8.310 -27.472 1.033
N -10.211 -20.000 3.638
C -10.274 -18.706 3.728
N -11.373 -18.145 3.276
O -9.449 -18.069 4.423
H -11.033 -20.417 3.225
H -9.410 -20.548 3.918
H -11.479 -17.141 3.283
H -11.961 -18.747 2.718
N -6.430 -18.934 1.677
C -6.069 -17.930 2.381
N -6.927 -17.643 3.368
O -5.012 -17.352 2.141
H -5.741 -19.143 0.969
H -7.338 -19.348 1.836
H -7.831 -18.060 3.539
H -6.382 -17.327 4.157
N -11.007 -18.203 6.879
C -12.248 -18.369 6.901
N -12.684 -19.395 6.214
O -12.991 -17.647 7.551
H -10.587 -18.456 5.996
H -10.646 -17.403 7.377
H -12.064 -19.931 5.624
H -13.630 -19.613 6.491
*
```

=====

Record 4
DFT (ωB97M-V/def2-TZVPD) results for a 7-piece molecular cluster, C35H52O26S overall.

For the HOMO energy, the calculation gives -9.932 eV. The value obtained for the total energy is -3719.02373 Ha. The value obtained for the LUMO energy is -1.126 eV. The value obtained for the HOMO-LUMO gap is 0.324 hartree. Its SMILES is CCOCCOC1=C(CCCS(=O)(=O)O)C(=O)OC1=O.C[C@@H]1COC(=O)O1.C[C@@H]1COC(=O)O1.C[C@@H]1COC(=O)O1.C[C@@H]1COC(=O)O1.C[C@@H]1COC(=O)O1.C[C@@H]1COC(=O)O1.

```
! RIJCOSX wB97M-V def2-TZVPD def2/J DEFGRID3
* xyz 0 1
C -3.783 0.938 -2.979
C -4.930 1.543 -3.982
O -4.722 1.271 -5.411
C -4.705 -0.164 -5.721
C -3.327 -0.440 -6.597
O -2.087 -0.380 -5.767
C -0.928 -0.037 -6.618
C -0.613 1.255 -7.349
C -1.500 2.650 -7.345
C -2.084 3.055 -5.868
C -1.253 4.231 -5.086
S 0.413 3.564 -4.467
O 1.010 4.651 -3.526
O 1.344 3.224 -5.659
O 0.105 2.141 -3.517
C 0.807 1.079 -8.211
O 1.587 2.014 -8.766
O 1.027 -0.401 -8.297
C 0.394 -0.904 -7.063
O 0.814 -1.918 -6.297
H -3.146 0.061 -3.418
H -4.370 0.483 -2.044
H -3.029 1.741 -2.552
H -4.878 2.730 -3.862
H -6.007 1.246 -3.596
H -5.611 -0.385 -6.461
H -4.843 -0.879 -4.806
H -3.374 -1.430 -7.221
H -3.283 0.446 -7.395
H -0.748 3.503 -7.707
H -2.407 2.507 -8.083
H -2.178 2.146 -5.117
H -3.204 3.427 -6.044
H -1.858 4.503 -4.095
H -1.155 5.167 -5.781
H 0.863 2.123 -2.839
C 3.809 -4.387 -5.288
C 2.445 -4.955 -4.950
C 1.996 -4.645 -3.554
O 1.144 -5.737 -3.254
C 1.573 -6.786 -4.017
O 1.201 -7.938 -3.878
O 2.478 -6.374 -4.955
H 3.827 -3.299 -5.169
H 4.588 -4.827 -4.656
H 4.074 -4.629 -6.322
H 1.706 -4.630 -5.692
H 1.448 -3.701 -3.495
H 2.812 -4.629 -2.824
C -0.113 10.645 -5.240
C -0.795 9.476 -4.558
C -0.129 8.160 -4.820
O -1.203 7.243 -4.704
C -2.339 7.933 -5.018
O -3.427 7.419 -5.213
O -2.095 9.276 -5.089
H 0.932 10.735 -4.927
H -0.149 10.544 -6.331
H -0.631 11.580 -4.998
H -0.893 9.671 -3.484
H 0.650 7.935 -4.087
H 0.294 8.074 -5.827
C 0.571 -6.673 -0.104
C 1.922 -6.321 0.485
C 1.869 -5.987 1.945
O 2.966 -5.104 2.099
C 3.159 -4.507 0.885
O 3.889 -3.549 0.694
O 2.423 -5.124 -0.088
H 0.120 -7.524 0.414
H -0.117 -5.821 -0.054
H 0.675 -6.925 -1.165
H 2.643 -7.122 0.282
H 1.993 -6.869 2.578
H 0.955 -5.461 2.242
C -1.277 -1.192 5.068
C -1.585 -2.261 4.039
C -0.365 -2.822 3.376
O -0.859 -3.224 2.110
C -1.934 -2.425 1.841
O -2.487 -2.354 0.757
O -2.305 -1.712 2.947
H -0.619 -1.574 5.855
H -0.805 -0.319 4.603
H -2.203 -0.834 5.531
H -2.199 -3.051 4.488
H 0.046 -3.679 3.918
H 0.430 -2.084 3.221
C 3.649 -0.398 7.434
C 2.507 -0.862 8.316
C 2.584 -2.314 8.679
O 1.223 -2.656 8.873
C 0.493 -1.798 8.099
O -0.697 -1.923 7.866
O 1.273 -0.783 7.620
H 4.617 -0.567 7.914
H 3.637 -0.913 6.467
H 3.549 0.672 7.218
H 2.435 -0.228 9.207
H 3.158 -2.483 9.595
H 2.992 -2.945 7.882
C 0.670 1.716 13.780
C 0.378 1.455 12.316
C 0.596 0.029 11.908
O 0.924 0.148 10.534
C 1.473 1.389 10.372
O 2.048 1.762 9.364
O 1.295 2.155 11.490
H 0.050 1.089 14.428
H 1.725 1.533 14.012
H 0.476 2.766 14.023
H -0.633 1.795 12.066
H -0.302 -0.581 12.038
H 1.432 -0.453 12.425
*
```